(1)
{"formula": "C25H60N6O6", "method": "ωB97M-V/def2-TZVPD", "largest_force_ev_per_a": 7.4, "energy_ev": -48100.234, "spin_multiplicity": 1, "e_homo_ev": -11.17, "lumo_energy_ev": -4.3, "charge": 2, "elements": ["N", "H", "H", "H", "H", "N", "O", "O", "O", "N", "O", "O", "O", "C", "C", "C", "C", "N", "C", "C", "C", "C", "C", "H", "H", "H", "H", "H", "H", "H", "H", "H", "H", "H", "H", "H", "H", "H", "H", "H", "H", "H", "H", "C", "C", "C", "N", "C", "C", "C", "C", "C", "H", "H", "H", "H", "H", "H", "H", "H", "H", "H", "H", "H", "H", "H", "H", "H", "H", "H", "C", "C", "C", "N", "C", "C", "C", "C", "C", "H", "H", "H", "H", "H", "H", "H", "H", "H", "H", "H", "H", "H", "H", "H", "H", "H", "H"], "coordinates": [[-2.08, -1.55, 0.67], [-2.79, -1.52, 1.39], [-2.30, -1.61, -0.32], [-1.56, -2.37, 0.94], [-1.35, -0.87, 0.81], [0.63, -3.88, 1.55], [0.84, -4.57, 2.57], [-0.54, -3.76, 1.14], [1.65, -3.45, 0.95], [0.98, -0.38, 0.23], [0.09, 0.27, 0.69], [0.66, -1.00, -0.77], [2.09, -0.54, 0.78], [0.09, 5.28, -2.56], [-0.21, 3.84, -2.35], [-0.50, 3.43, -0.98], [-1.70, 4.12, -0.39], [-2.20, 3.60, 1.02], [-3.26, 4.55, 1.71], [-2.94, 4.46, 3.16], [-1.53, 3.84, 3.32], [-0.96, 3.63, 1.96], [-2.79, 2.16, 0.87], [0.94, 5.59, -1.95], [-0.77, 5.88, -2.28], [0.21, 5.58, -3.61], [0.68, 3.32, -2.69], [-0.96, 3.50, -3.07], [0.31, 3.60, -0.27], [-0.56, 2.34, -0.97], [-2.56, 4.00, -1.05], [-1.48, 5.18, -0.28], [-4.29, 4.28, 1.45], [-3.15, 5.54, 1.26], [-3.72, 3.98, 3.75], [-2.85, 5.47, 3.55], [-1.56, 2.86, 3.80], [-0.85, 4.40, 3.97], [-0.39, 2.71, 1.77], [-0.44, 4.56, 1.72], [-2.05, 1.41, 0.59], [-3.67, 2.28, 0.24], [-3.09, 1.97, 1.90], [0.75, -1.26, 4.06], [2.11, -1.86, 4.35], [2.18, -2.44, 5.74], [3.44, -3.24, 6.05], [4.73, -2.45, 6.17], [3.67, -4.44, 5.06], [4.42, -5.48, 5.90], [4.23, -5.17, 7.33], [3.22, -4.06, 7.38], [0.02, -2.08, 4.09], [0.67, -0.84, 3.06], [0.56, -0.42, 4.72], [2.81, -1.03, 4.29], [2.45, -2.58, 3.60], [1.32, -3.12, 5.76], [2.08, -1.68, 6.52], [5.51, -3.19, 6.31], [4.52, -1.73, 6.96], [4.91, -2.05, 5.17], [4.24, -4.14, 4.18], [2.69, -4.69, 4.66], [5.45, -5.55, 5.57], [3.95, -6.38, 5.51], [5.15, -4.91, 7.86], [3.84, -6.04, 7.87], [3.38, -3.30, 8.14], [2.18, -4.35, 7.58], [-2.93, 0.57, -9.62], [-1.91, -0.10, -8.69], [-2.25, 0.16, -7.24], [-1.25, -0.46, -6.22], [-1.34, -1.99, -6.33], [-1.69, -0.05, -4.82], [-0.42, 0.12, -3.98], [0.70, 0.59, -5.00], [0.18, 0.17, -6.35], [-3.94, 0.18, -9.52], [-2.69, 0.26, -10.64], [-3.14, 1.63, -9.55], [-0.89, 0.18, -8.95], [-1.79, -1.15, -8.97], [-3.24, -0.15, -6.88], [-2.27, 1.24, -7.06], [-0.70, -2.29, -5.50], [-1.07, -2.45, -7.28], [-2.39, -2.21, -6.13], [-2.34, -0.81, -4.39], [-2.09, 0.96, -4.79], [-0.01, -0.78, -3.52], [-0.56, 0.76, -3.12], [1.55, -0.07, -4.79], [0.87, 1.66, -4.90], [0.85, -0.60, -6.75], [0.21, 0.97, -7.09]]}


(2)
{"formula": "C25H61Cu2N4O11", "method": "ωB97M-V/def2-TZVPD", "largest_force_ev_per_a": 6.9, "energy_ev": -144642.393, "spin_multiplicity": 3, "de_lowest_kcal_mol": 91.3, "e_homo_ev": [-14.71, -14.71], "lumo_energy_ev": [-5.9, -10.8], "charge": 3, "s2": 2.010, "elements": ["Cu", "Cu", "O", "C", "O", "O", "H", "C", "O", "C", "C", "N", "C", "C", "O", "C", "H", "H", "H", "H", "H", "H", "H", "H", "H", "H", "H", "H", "H", "H", "H", "C", "O", "C", "C", "N", "C", "C", "O", "C", "H", "H", "H", "H", "H", "H", "H", "H", "H", "H", "H", "H", "H", "H", "H", "C", "O", "C", "C", "N", "C", "C", "O", "C", "H", "H", "H", "H", "H", "H", "H", "H", "H", "H", "H", "H", "H", "H", "H", "C", "O", "C", "C", "N", "C", "C", "O", "C", "H", "H", "H", "H", "H", "H", "H", "H", "H", "H", "H", "H", "H", "H", "H"], "coordinates": [[2.88, 0.71, 0.30], [-0.37, 2.13, -2.79], [-1.41, -0.48, 0.55], [-0.36, 0.16, 0.02], [-0.51, 0.72, -1.12], [0.73, 0.14, 0.60], [-0.76, -0.83, 1.16], [0.26, 6.86, -6.91], [0.08, 5.74, -6.05], [1.12, 4.86, -6.42], [1.31, 3.82, -5.26], [-0.03, 3.27, -4.89], [-0.40, 2.32, -6.02], [-1.67, 1.41, -5.73], [-1.53, 0.95, -4.41], [-2.55, 0.03, -4.03], [0.22, 6.57, -7.96], [1.23, 7.35, -6.87], [-0.58, 7.53, -6.72], [2.06, 5.40, -6.53], [0.94, 4.43, -7.41], [1.62, 4.44, -4.42], [2.15, 3.13, -5.39], [-0.58, 4.11, -4.95], [0.42, 1.60, -6.06], [-0.44, 2.85, -6.97], [-2.01, 0.62, -6.40], [-2.56, 2.04, -5.68], [-2.20, -0.30, -3.05], [-2.74, -0.81, -4.70], [-3.46, 0.61, -4.01], [7.51, -0.25, -2.91], [7.12, 0.93, -2.19], [6.19, 0.78, -1.15], [5.77, 2.10, -0.50], [4.95, 1.68, 0.62], [4.88, 2.67, 1.68], [4.06, 2.10, 2.79], [2.84, 1.50, 2.36], [1.87, 1.25, 3.41], [7.76, -1.03, -2.19], [8.37, -0.24, -3.59], [6.65, -0.52, -3.51], [6.64, 0.10, -0.42], [5.29, 0.29, -1.52], [5.20, 2.79, -1.14], [6.71, 2.54, -0.17], [5.46, 0.91, 1.03], [4.48, 3.56, 1.20], [5.84, 2.94, 2.11], [3.73, 2.95, 3.38], [4.65, 1.52, 3.50], [0.89, 1.11, 2.95], [1.70, 2.00, 4.18], [2.17, 0.30, 3.84], [-4.75, -0.14, 1.07], [-4.78, 0.38, 2.38], [-4.07, -0.31, 3.39], [-4.31, 0.33, 4.75], [-3.64, 1.63, 4.79], [-3.91, 2.32, 6.00], [-3.38, 3.78, 5.79], [-4.42, 4.52, 5.05], [-4.23, 5.98, 5.17], [-5.22, 0.70, 0.55], [-5.36, -1.04, 1.01], [-3.72, -0.35, 0.79], [-2.99, -0.41, 3.27], [-4.35, -1.37, 3.38], [-4.12, -0.30, 5.62], [-5.38, 0.45, 4.64], [-3.89, 2.10, 3.94], [-3.46, 1.80, 6.84], [-4.99, 2.40, 6.15], [-2.34, 3.86, 5.48], [-3.43, 4.07, 6.84], [-3.27, 6.23, 4.72], [-4.18, 6.26, 6.22], [-4.99, 6.41, 4.53], [1.41, -8.29, -0.09], [0.56, -9.40, 0.04], [-0.54, -9.26, 0.93], [-1.77, -8.52, 0.36], [-1.67, -7.04, 0.64], [-1.49, -6.61, 1.98], [-1.41, -5.15, 1.84], [-0.19, -4.86, 1.28], [0.03, -3.52, 0.89], [2.27, -8.53, -0.71], [1.95, -8.09, 0.84], [0.82, -7.48, -0.51], [-0.07, -8.87, 1.83], [-0.72, -10.30, 1.19], [-2.72, -8.91, 0.71], [-1.82, -8.66, -0.72], [-0.87, -6.64, 0.17], [-0.60, -6.97, 2.50], [-2.37, -6.78, 2.60], [-1.41, -4.70, 2.84], [-2.12, -4.77, 1.11], [1.08, -3.33, 0.67], [-0.25, -2.79, 1.65], [-0.49, -3.23, -0.01]]}


(3)
{"formula": "C25H61N9O10Si2", "method": "ωB97M-V/def2-TZVPD", "largest_force_ev_per_a": 10.7, "energy_ev": -76554.820, "spin_multiplicity": 1, "e_homo_ev": -8.61, "lumo_energy_ev": -0.4, "elements": ["O", "C", "N", "Si", "O", "Si", "H", "H", "H", "H", "H", "C", "O", "N", "C", "C", "H", "H", "H", "H", "H", "H", "H", "C", "O", "N", "C", "C", "H", "H", "H", "H", "H", "H", "H", "C", "O", "N", "C", "C", "H", "H", "H", "H", "H", "H", "H", "C", "O", "N", "C", "C", "H", "H", "H", "H", "H", "H", "H", "C", "O", "N", "C", "C", "H", "H", "H", "H", "H", "H", "H", "C", "O", "N", "C", "C", "H", "H", "H", "H", "H", "H", "H", "C", "O", "N", "C", "C", "H", "H", "H", "H", "H", "H", "H", "C", "O", "N", "C", "C", "H", "H", "H", "H", "H", "H", "H"], "coordinates": [[5.22, -0.93, -1.54], [4.90, 0.36, -1.84], [4.56, 1.70, -1.59], [2.89, 1.76, -0.82], [1.75, 1.45, -2.12], [0.24, 0.78, -1.54], [2.75, 3.16, -0.35], [2.85, 0.82, 0.28], [0.39, -0.52, -0.85], [-0.57, 1.70, -0.73], [-0.58, 0.49, -2.74], [1.91, -2.77, 1.97], [1.32, -1.81, 1.49], [3.27, -2.92, 2.04], [3.89, -4.09, 2.63], [4.12, -1.87, 1.51], [1.35, -3.62, 2.40], [4.52, -3.78, 3.47], [4.51, -4.58, 1.88], [3.14, -4.80, 2.99], [3.91, -0.94, 2.04], [3.90, -1.74, 0.45], [5.18, -2.13, 1.64], [-1.43, 2.54, -5.09], [-1.54, 3.47, -4.29], [-2.46, 1.97, -5.80], [-2.25, 0.87, -6.72], [-3.81, 2.48, -5.61], [-0.45, 2.08, -5.30], [-2.58, 1.18, -7.72], [-2.84, 0.01, -6.39], [-1.20, 0.59, -6.76], [-3.82, 3.54, -5.88], [-4.09, 2.38, -4.56], [-4.52, 1.93, -6.24], [-7.09, 0.33, -7.51], [-5.86, 0.40, -7.52], [-7.94, 1.35, -7.15], [-9.38, 1.19, -7.16], [-7.38, 2.62, -6.74], [-7.62, -0.59, -7.80], [-9.81, 1.93, -7.84], [-9.76, 1.37, -6.15], [-9.66, 0.19, -7.48], [-6.78, 3.02, -7.56], [-6.73, 2.47, -5.87], [-8.17, 3.33, -6.49], [-8.20, -3.30, -6.26], [-8.25, -2.18, -6.76], [-7.13, -3.81, -5.55], [-7.15, -5.15, -4.99], [-5.96, -2.98, -5.36], [-9.04, -4.01, -6.35], [-7.02, -5.08, -3.91], [-6.32, -5.72, -5.42], [-8.09, -5.66, -5.22], [-6.25, -2.07, -4.83], [-5.55, -2.71, -6.34], [-5.20, -3.52, -4.78], [4.70, -3.97, 6.45], [5.45, -4.25, 5.53], [4.68, -2.77, 7.13], [3.75, -2.52, 8.21], [5.62, -1.74, 6.75], [3.94, -4.69, 6.81], [3.13, -1.65, 7.95], [4.32, -2.30, 9.12], [3.10, -3.38, 8.39], [5.46, -1.48, 5.70], [6.64, -2.12, 6.87], [5.48, -0.85, 7.38], [-4.02, -2.86, 1.43], [-4.61, -1.90, 0.94], [-2.66, -3.01, 1.50], [-2.04, -4.19, 2.09], [-1.81, -1.97, 0.97], [-4.58, -3.72, 1.86], [-1.41, -3.87, 2.93], [-1.42, -4.68, 1.33], [-2.79, -4.89, 2.45], [-2.02, -1.03, 1.49], [-2.03, -1.83, -0.09], [-0.75, -2.23, 1.10], [5.80, 1.68, 4.39], [4.91, 1.03, 4.91], [6.70, 2.48, 5.06], [7.74, 3.22, 4.38], [6.61, 2.57, 6.51], [5.96, 1.68, 3.30], [8.71, 2.89, 4.75], [7.60, 4.29, 4.59], [7.69, 3.06, 3.30], [6.73, 1.57, 6.94], [5.63, 2.96, 6.78], [7.39, 3.23, 6.90], [4.41, 6.19, 3.04], [5.27, 5.54, 2.45], [3.30, 5.66, 3.66], [2.32, 6.49, 4.33], [3.11, 4.22, 3.65], [4.46, 7.29, 3.11], [2.27, 6.20, 5.38], [1.35, 6.34, 3.86], [2.59, 7.55, 4.26], [3.97, 3.74, 4.13], [3.04, 3.88, 2.61], [2.19, 3.95, 4.18]]}


(4)
{"formula": "C25H62BrN11O7P3S", "method": "ωB97M-V/def2-TZVPD", "largest_force_ev_per_a": 4.5, "energy_ev": -166396.578, "spin_multiplicity": 1, "e_homo_ev": -9.59, "lumo_energy_ev": -3.0, "charge": 1, "elements": ["C", "C", "O", "N", "C", "C", "C", "C", "C", "N", "C", "N", "C", "Br", "C", "S", "C", "C", "C", "N", "O", "N", "P", "O", "O", "O", "H", "H", "H", "H", "H", "H", "H", "H", "H", "H", "H", "H", "H", "H", "H", "H", "H", "H", "H", "H", "H", "H", "H", "H", "H", "H", "O", "P", "N", "C", "C", "N", "C", "C", "N", "C", "C", "H", "H", "H", "H", "H", "H", "H", "H", "H", "H", "H", "H", "H", "H", "H", "H", "H", "H", "O", "P", "N", "C", "C", "N", "C", "C", "N", "C", "C", "H", "H", "H", "H", "H", "H", "H", "H", "H", "H", "H", "H", "H", "H", "H", "H", "H", "H"], "coordinates": [[1.62, -0.96, 0.82], [1.26, -2.14, -0.04], [2.04, -3.01, -0.30], [-0.09, -2.21, -0.59], [-0.45, -0.96, -1.25], [-1.05, -2.56, 0.45], [-2.30, -3.28, -0.13], [-3.60, -2.79, 0.52], [-4.16, -1.59, -0.24], [-4.79, -0.53, 0.61], [-4.58, 0.73, 0.28], [-3.89, 1.14, -0.83], [-4.04, 2.59, -0.89], [-5.83, 3.01, -1.62], [-4.04, 2.88, 0.62], [-2.33, 2.33, 1.19], [-4.43, 4.29, 1.08], [-3.45, 5.03, 1.97], [-3.32, 4.49, 3.38], [-4.03, 3.26, 3.69], [-2.66, 5.05, 4.21], [-4.99, 1.81, 0.99], [-5.76, -0.94, 1.96], [-5.97, -2.37, 2.06], [-5.02, -0.25, 3.19], [-7.13, -0.17, 1.74], [2.57, -1.14, 1.32], [1.77, -0.10, 0.16], [0.83, -0.69, 1.52], [-1.44, -1.06, -1.68], [0.26, -0.73, -2.04], [-0.47, -0.11, -0.55], [-0.56, -3.25, 1.13], [-1.39, -1.68, 1.02], [-2.32, -3.22, -1.22], [-2.20, -4.34, 0.12], [-4.33, -3.60, 0.46], [-3.45, -2.59, 1.58], [-4.91, -1.92, -0.97], [-3.35, -1.14, -0.81], [-4.19, 0.64, -1.67], [-3.31, 3.15, -1.48], [-1.62, 2.96, 0.24], [-4.65, 4.87, 0.19], [-5.36, 4.18, 1.63], [-3.80, 6.06, 2.07], [-2.46, 5.10, 1.53], [-3.33, 2.53, 3.71], [-4.42, 3.34, 4.63], [-5.01, 1.75, 2.01], [-5.68, 0.01, 3.86], [-7.15, 0.76, 2.01], [4.75, -2.03, 3.04], [5.79, -2.97, 3.51], [6.60, -3.50, 2.12], [6.74, -4.88, 1.69], [6.96, -2.48, 1.15], [4.88, -4.20, 4.25], [5.20, -5.61, 4.21], [3.44, -3.99, 4.34], [7.07, -3.11, 4.61], [6.73, -2.58, 5.95], [8.36, -2.51, 4.21], [7.14, -5.51, 2.48], [7.46, -4.94, 0.87], [5.80, -5.31, 1.33], [7.88, -1.95, 1.43], [6.17, -1.73, 1.05], [7.11, -2.92, 0.16], [4.91, -6.09, 3.27], [4.68, -6.13, 5.02], [6.27, -5.79, 4.38], [2.92, -4.21, 3.40], [3.22, -2.96, 4.62], [3.04, -4.64, 5.12], [6.58, -1.50, 5.95], [7.53, -2.82, 6.65], [5.82, -3.05, 6.32], [8.27, -1.46, 3.93], [8.79, -3.06, 3.38], [9.06, -2.59, 5.04], [-1.59, 3.48, -3.03], [-1.20, 3.18, -4.44], [-1.78, 1.61, -4.73], [-1.01, 0.46, -5.16], [-3.11, 1.39, -4.23], [0.49, 3.27, -4.41], [1.37, 2.40, -5.16], [1.11, 3.71, -3.16], [-1.31, 3.78, -6.02], [-0.99, 5.23, -6.11], [-2.59, 3.56, -6.72], [-0.42, 0.67, -6.05], [-1.68, -0.35, -5.43], [-0.33, 0.09, -4.38], [-3.89, 1.76, -4.92], [-3.23, 1.93, -3.30], [-3.33, 0.34, -4.05], [1.50, 1.43, -4.69], [2.36, 2.87, -5.23], [1.02, 2.27, -6.18], [1.17, 2.91, -2.41], [0.56, 4.55, -2.73], [2.12, 4.06, -3.37], [-1.74, 5.85, -5.60], [-0.95, 5.52, -7.15], [-0.02, 5.43, -5.66], [-3.46, 3.93, -6.16], [-2.73, 2.50, -6.93], [-2.56, 4.07, -7.68]]}